# 1
This record from OMol25 describes a molecular structure, C24H72Ag2N16O12 in a non-equilibrium geometry. The level of theory is the ωB97M-V functional and the def2-TZVPD basis.

Calculated values
Lowest unoccupied orbital energy (spin up / spin down): -4.71 / -7.43 eV
⟨S²⟩: 0.755
HOMO level (spin up / spin down): -11.29 / -11.29 eV

Geometry as ORCA input:
```
! RIJCOSX wB97M-V def2-TZVPD def2/J DEFGRID3
* xyz 1 2
Ag 1.561 0.353 -3.869
Ag 1.902 3.982 -0.552
O 1.639 1.628 -1.626
C 0.440 1.139 -1.036
C -0.024 1.619 0.421
O -0.311 2.944 0.650
H 0.611 0.073 -0.887
H -0.392 1.332 -1.714
H 0.681 1.358 1.210
H -0.792 0.902 0.710
C -3.722 0.065 4.600
C -3.626 -0.849 3.422
C -2.351 -1.068 2.615
O -2.594 -1.845 1.451
C -2.753 -1.192 0.225
N -4.332 -2.105 3.754
H -4.670 0.082 5.140
H -3.496 1.076 4.261
H -2.935 -0.113 5.333
H -4.222 -0.349 2.659
H -1.581 -1.636 3.137
H -1.804 -0.137 2.467
H -3.632 -0.569 0.056
H -2.942 -2.103 -0.343
H -1.839 -0.900 -0.292
H -4.391 -2.589 2.869
H -5.299 -1.931 3.988
C 3.403 -3.676 -4.568
C 2.976 -2.871 -3.322
C 3.745 -3.265 -2.000
O 3.439 -2.483 -0.809
C 2.144 -2.648 -0.305
N 3.235 -1.483 -3.491
H 3.038 -4.694 -4.430
H 4.488 -3.617 -4.657
H 3.038 -3.311 -5.528
H 1.966 -2.992 -2.931
H 4.822 -3.158 -2.125
H 3.672 -4.336 -1.810
H 1.374 -2.482 -1.058
H 1.854 -2.029 0.544
H 2.070 -3.694 -0.007
H 4.196 -1.253 -3.702
H 3.124 -1.079 -2.572
C 4.373 -1.966 3.123
C 2.884 -2.227 3.440
C 2.523 -3.232 4.510
O 3.071 -4.506 4.066
C 2.784 -5.548 4.978
N 2.236 -1.005 3.856
H 4.578 -1.341 2.254
H 4.898 -2.876 2.833
H 4.841 -1.548 4.015
H 2.392 -2.555 2.524
H 1.449 -3.416 4.491
H 2.817 -2.969 5.526
H 3.048 -6.515 4.550
H 1.754 -5.610 5.329
H 3.405 -5.438 5.868
H 1.330 -1.148 4.278
H 2.136 -0.492 2.992
C -2.169 -1.360 -3.371
C -0.869 -2.248 -3.524
C -1.227 -3.530 -4.292
O -0.058 -4.288 -4.330
C -0.267 -5.580 -5.070
N 0.046 -1.502 -4.365
H -3.150 -1.766 -3.122
H -2.452 -1.025 -4.370
H -1.927 -0.491 -2.759
H -0.396 -2.502 -2.575
H -1.649 -3.305 -5.272
H -1.905 -4.197 -3.760
H 0.655 -6.122 -5.282
H -0.780 -5.329 -5.998
H -0.840 -6.316 -4.505
H -0.365 -1.454 -5.286
H 0.834 -2.106 -4.547
C -0.201 4.651 -3.159
O -0.318 5.547 -3.856
N 0.600 3.661 -3.365
N -0.860 4.588 -2.042
H 1.283 3.921 -4.063
H 0.757 2.869 -2.758
H -1.479 5.362 -1.845
H -0.786 3.882 -1.324
C 0.260 3.104 4.569
O 0.615 3.196 5.710
N 0.059 4.032 3.669
N 0.246 1.924 4.013
H -0.124 3.751 2.716
H 0.088 5.026 3.845
H 0.152 1.925 3.007
H 0.138 1.067 4.536
C -4.130 2.318 -2.483
O -4.070 2.365 -3.720
N -5.254 2.143 -1.800
N -3.093 2.465 -1.786
H -5.265 2.019 -0.798
H -6.112 2.100 -2.330
H -2.199 2.620 -2.230
H -3.259 2.503 -0.790
C -0.622 6.532 0.918
O -0.600 7.759 0.760
N -1.617 5.845 0.588
N 0.367 5.790 1.350
H -2.353 6.361 0.129
H -1.438 4.855 0.495
H 0.284 4.784 1.312
H 1.066 6.201 1.953
C -4.370 2.368 1.737
O -4.685 1.559 0.848
N -5.215 2.894 2.550
N -3.124 2.738 1.962
H -6.116 2.442 2.607
H -5.030 3.682 3.154
H -2.997 3.341 2.762
H -2.298 2.320 1.558
C 5.042 1.056 -1.195
O 6.286 0.721 -1.238
N 4.499 1.723 -2.129
N 4.136 0.761 -0.329
H 5.020 1.871 -2.982
H 3.497 1.801 -2.226
H 4.276 0.040 0.364
H 3.234 0.935 -0.749
*
```

Atom charges from the Mulliken analysis, given in e for atoms 1 to 6: 0.11, 0.44, 0.53, -0.28, -0.34, 0.88

---

# 2
This record from OMol25 describes a molecular structure, C24H72AsF12N6O6P in a non-equilibrium geometry. The level of theory is the ωB97M-V functional and the def2-TZVPD basis.

Calculated values
ΔE to the lowest compared entry with this formula, charge and spin: 162.9 kJ/mol
Lowest unoccupied orbital energy: -7.70 eV
HOMO level: -17.76 eV

Geometry as ORCA input:
```
! RIJCOSX wB97M-V def2-TZVPD def2/J DEFGRID3
* xyz 4 1
C -1.915 1.440 5.225
C -3.232 2.069 4.760
C -3.605 1.505 3.466
O -4.969 1.653 3.244
C -5.248 1.139 1.951
N -4.341 1.689 5.752
H -5.235 2.236 5.588
H -4.542 0.695 5.774
H -4.103 1.940 6.723
H -1.118 1.481 4.479
H -2.028 0.349 5.399
H -1.599 1.914 6.139
H -3.116 3.146 4.833
H -3.381 0.412 3.457
H -3.007 1.936 2.656
H -4.943 1.832 1.160
H -6.334 1.086 1.860
H -4.771 0.145 1.802
C 0.201 2.856 -3.814
C -0.135 4.019 -2.908
C -1.651 4.232 -2.590
O -1.780 4.883 -1.356
C -3.095 5.374 -1.109
N 0.593 3.929 -1.608
H 1.583 4.215 -1.688
H 0.146 4.570 -0.942
H 0.583 3.010 -1.151
H -0.479 2.986 -4.711
H -0.163 1.945 -3.267
H 1.235 2.766 -4.144
H 0.294 4.882 -3.402
H -2.183 3.238 -2.582
H -2.041 4.929 -3.368
H -3.090 5.919 -0.186
H -3.837 4.582 -1.066
H -3.392 6.070 -1.902
C 4.857 2.635 2.897
C 3.855 1.499 2.820
C 3.128 1.259 4.113
O 2.362 0.093 3.775
C 1.666 -0.431 4.875
N 2.811 1.631 1.716
H 3.256 1.584 0.806
H 2.146 0.849 1.733
H 2.298 2.529 1.770
H 5.524 2.517 2.058
H 5.425 2.617 3.825
H 4.379 3.614 2.835
H 4.388 0.576 2.544
H 2.424 2.077 4.402
H 3.755 1.075 4.993
H 0.990 0.238 5.428
H 2.297 -0.875 5.659
H 1.002 -1.218 4.556
C -1.132 -4.430 1.663
C 0.282 -4.931 1.681
C 1.288 -3.846 1.928
O 2.438 -4.468 2.370
C 3.588 -3.629 2.371
N 0.474 -6.098 2.688
H 1.511 -6.177 2.843
H -0.014 -5.911 3.557
H 0.232 -7.017 2.286
H -1.607 -4.314 2.618
H -1.800 -5.056 1.048
H -1.184 -3.397 1.263
H 0.498 -5.395 0.746
H 1.007 -3.174 2.755
H 1.568 -3.267 1.042
H 4.356 -4.185 2.894
H 3.431 -2.684 2.907
H 3.932 -3.421 1.365
C 5.470 -1.106 -4.270
C 4.672 -2.318 -3.734
C 3.363 -1.985 -2.998
O 2.260 -2.159 -3.922
C 1.124 -1.421 -3.489
N 4.474 -3.432 -4.738
H 3.622 -3.162 -5.246
H 5.178 -3.432 -5.475
H 4.311 -4.338 -4.308
H 6.491 -1.343 -4.612
H 5.438 -0.389 -3.444
H 4.861 -0.632 -5.068
H 5.277 -2.716 -2.952
H 3.428 -0.952 -2.658
H 3.224 -2.570 -2.059
H 0.600 -1.892 -2.655
H 0.417 -1.593 -4.321
H 1.322 -0.354 -3.305
C -4.713 0.066 -1.893
C -4.822 -0.436 -3.288
C -3.759 -1.538 -3.600
O -4.104 -2.722 -2.936
C -2.988 -3.639 -2.810
N -6.169 -1.155 -3.540
H -6.456 -1.145 -4.531
H -6.105 -2.147 -3.193
H -6.918 -0.749 -2.985
H -5.316 0.953 -1.690
H -3.671 0.260 -1.707
H -4.941 -0.741 -1.171
H -4.719 0.345 -4.060
H -2.828 -1.245 -3.104
H -3.619 -1.652 -4.680
H -3.348 -4.644 -2.671
H -2.358 -3.348 -1.940
H -2.352 -3.623 -3.729
As -0.822 0.322 0.275
F 0.068 -1.128 0.236
F -0.356 0.594 1.932
F -1.678 1.852 0.251
F -1.247 0.105 -1.360
F -2.225 -0.536 0.796
F 0.616 1.206 -0.226
P 4.152 2.683 -1.497
F 5.564 2.623 -2.209
F 4.082 4.261 -1.242
F 3.512 2.895 -2.998
F 2.625 2.639 -0.802
F 3.876 1.097 -1.672
F 4.756 2.401 -0.008
*
```

Atom charges from the Mulliken analysis, given in e for atoms 1 to 6: -1.25, 0.31, -0.51, -0.46, -0.63, -0.34